Formula: C3H7N3
Source: the Open Molecules 2025 dataset
Level of theory: ωB97M-V/def2-TZVPD

Cartesian coordinates (Å):
N (-0.157, -1.201, -0.514)
C (0.216, 0.544, -0.194)
N (-1.269, -1.725, 0.246)
C (1.485, 0.456, 0.423)
C (-0.735, 1.408, -0.522)
N (2.487, 1.146, 0.717)
H (-0.358, -1.299, -1.506)
H (-1.599, -1.102, 0.978)
H (-0.895, -2.557, 0.705)
H (2.301, 2.138, 0.908)
H (0.824, -1.350, -0.029)
H (-0.574, 2.474, -0.413)
H (-1.727, 1.069, -0.799)

Properties
HOMO (alpha / beta) = -0.2228 / -0.2228 hartree
DFT total energy = -282.53114 Ha
Largest force on an atom = 3.09 eV/A

Formula: C3H7N3
Source: the Open Molecules 2025 dataset
Level of theory: ωB97M-V/def2-TZVPD

Cartesian coordinates (Å):
H (-3.042, -0.983, 0.722)
N (-2.965, 0.046, 0.075)
C (-1.788, 0.382, -0.242)
N (-0.637, -0.337, -0.046)
N (0.563, 0.135, -0.625)
C (1.476, 0.782, 0.272)
C (1.679, -0.636, -0.042)
H (-1.595, 1.431, -0.907)
H (-0.748, -1.276, -0.477)
H (2.093, 1.580, -0.065)
H (1.075, 1.063, 1.251)
H (2.497, -0.900, -0.710)
H (1.390, -1.286, 0.795)

Properties
HOMO = -0.3219 hartree
DFT total energy = -282.64280 Ha
Largest force on an atom = 4.56 eV/A
SMILES = [H]/N=C\NN1CC1

Formula: C3H7N3
Source: the Open Molecules 2025 dataset
Level of theory: ωB97M-V/def2-TZVPD

Cartesian coordinates (Å):
C (-2.134, -0.278, 0.287)
N (0.767, 1.166, -1.037)
C (1.384, -0.222, -0.579)
C (1.886, -0.436, 0.641)
N (-0.308, 0.390, -0.854)
N (-1.230, 0.783, -0.088)
H (0.783, 1.947, -0.364)
H (1.652, -0.790, -1.454)
H (-2.249, -1.041, -0.490)
H (-3.109, 0.168, 0.478)
H (-1.758, -0.749, 1.202)
H (2.725, -1.102, 0.768)
H (1.592, 0.163, 1.489)

Properties
HOMO = -0.3193 hartree
DFT total energy = -282.61415 Ha
Largest force on an atom = 4.49 eV/A

Formula: C3H7N3
Source: the Open Molecules 2025 dataset
Level of theory: ωB97M-V/def2-TZVPD

Cartesian coordinates (Å):
N (-2.109, -0.474, -0.050)
C (-0.970, 0.447, -0.129)
C (0.391, -0.162, 0.117)
N (0.307, -1.442, 0.346)
C (3.022, 1.440, -0.119)
N (4.008, 2.015, -0.303)
H (-2.888, -0.052, 0.440)
H (-2.440, -0.727, -0.974)
H (-1.083, 1.255, 0.605)
H (-0.898, 0.957, -1.101)
H (2.075, 0.877, 0.025)
H (-0.605, -1.910, 0.384)
H (1.138, -1.989, 0.524)

Properties
HOMO = -0.3314 hartree
DFT total energy = -282.69109 Ha
Largest force on an atom = 1.05 eV/A

Formula: C3H7N3
Source: the Open Molecules 2025 dataset
Level of theory: ωB97M-V/def2-TZVPD

Cartesian coordinates (Å):
N (0.460, -0.673, -2.644)
C (-0.086, -0.535, -1.641)
C (-0.593, -0.314, -0.309)
N (-1.654, 0.669, -0.309)
C (0.809, 0.173, 0.150)
N (1.087, -0.253, 1.492)
H (-0.840, -1.264, 0.192)
H (-1.899, 0.848, 0.657)
H (-2.492, 0.287, -0.741)
H (1.499, -0.361, -0.702)
H (0.866, 1.265, -0.004)
H (2.083, -0.236, 1.646)
H (0.718, 0.401, 2.175)

Properties
HOMO = -0.3638 hartree
DFT total energy = -282.71933 Ha
Largest force on an atom = 3.65 eV/A
SMILES = N#C[C@H](N)CN

Formula: C3H7N3
Source: the Open Molecules 2025 dataset
Level of theory: ωB97M-V/def2-TZVPD

Cartesian coordinates (Å):
C (-0.106, 2.465, 0.438)
C (0.588, -0.243, -1.080)
C (0.020, 0.092, 0.267)
N (-0.015, 3.594, 0.284)
N (-1.349, -0.193, 0.416)
N (0.790, -0.095, 1.385)
H (0.561, -1.398, -1.282)
H (-0.060, 0.170, -1.882)
H (1.623, 0.016, -1.464)
H (-1.658, 0.200, 1.308)
H (-1.909, 0.186, -0.301)
H (1.805, 0.272, 1.248)
H (0.314, 0.253, 2.273)

Properties
HOMO = -0.3386 hartree
DFT total energy = -282.69198 Ha
Largest force on an atom = 2.95 eV/A

Formula: C3H7N3
Source: the Open Molecules 2025 dataset
Level of theory: ωB97M-V/def2-TZVPD

Cartesian coordinates (Å):
C (1.007, 0.346, 1.000)
C (1.020, 1.328, 0.111)
C (-0.339, -0.336, 0.840)
N (0.012, 1.222, -0.820)
N (-0.891, 0.137, -0.439)
N (-0.795, -0.784, -1.484)
H (1.673, 0.142, 1.722)
H (1.831, 2.012, -0.228)
H (-0.245, -1.490, 0.807)
H (-1.105, -0.083, 1.537)
H (-0.311, 2.035, -1.190)
H (-1.577, -1.444, -1.814)
H (0.005, -1.484, -1.281)

Properties
HOMO (alpha / beta) = -0.1488 / -0.3490 hartree
DFT total energy = -282.50814 Ha
Multiplicity = 3
Expectation value of S² = 2.01
Largest force on an atom = 9.86 eV/A

Formula: C3H7N3
Source: the Open Molecules 2025 dataset
Level of theory: ωB97M-V/def2-TZVPD

Cartesian coordinates (Å):
C (-1.431, -0.007, -0.156)
C (0.525, -0.047, -0.501)
C (-0.504, -1.143, -0.101)
N (-0.373, 0.890, -0.426)
N (-2.609, 0.241, 0.285)
N (3.548, 0.203, 0.176)
H (-0.216, -1.633, 0.783)
H (-0.449, -1.938, -0.923)
H (-0.140, 1.931, -0.584)
H (-3.440, -0.481, 0.191)
H (-2.927, 1.126, 0.577)
H (3.864, 1.183, -0.041)
H (4.151, -0.325, 0.720)

Properties
HOMO (alpha / beta) = -0.7103 / -0.6935 hartree
Charge = +2
DFT total energy = -281.81402 Ha
Largest force on an atom = 5.29 eV/A

Formula: C3H7N3
Source: the Open Molecules 2025 dataset
Level of theory: ωB97M-V/def2-TZVPD

Cartesian coordinates (Å):
C (0.876, 0.053, -0.533)
C (-1.000, 0.181, 0.297)
C (0.328, -0.606, 0.660)
N (-0.322, 0.714, -0.803)
N (2.047, -0.100, -1.015)
N (-2.167, 0.322, 0.732)
H (0.484, -1.721, 0.629)
H (0.737, -0.481, 1.718)
H (-0.536, 1.442, -1.415)
H (2.563, -0.903, -0.631)
H (2.205, 0.314, -1.903)
H (-2.287, -0.074, 1.691)
H (-2.753, 1.205, 0.384)

Properties
HOMO (alpha / beta) = -0.5853 / -0.8096 hartree
Charge = +2
DFT total energy = -281.85892 Ha
Multiplicity = 3
Expectation value of S² = 2.02
Largest force on an atom = 8.54 eV/A

Formula: C3H7N3O
Source: the Open Molecules 2025 dataset
Level of theory: ωB97M-V/def2-TZVPD

Cartesian coordinates (Å):
H (2.912, -0.218, 0.038)
N (2.526, -1.002, 0.592)
C (1.266, -0.769, 0.755)
C (0.600, 0.435, 0.120)
N (1.272, 1.546, 0.148)
H (0.705, 2.229, -0.372)
N (-0.640, 0.325, -0.465)
C (-1.455, -0.870, -0.511)
O (-1.373, 1.519, -0.501)
H (0.615, -1.428, 1.349)
H (-0.872, -1.718, -0.886)
H (-2.305, -0.731, -1.186)
H (-1.837, -1.117, 0.484)
H (-1.412, 1.800, 0.435)

Properties
HOMO = -0.3398 hartree
DFT total energy = -357.92175 Ha
Largest force on an atom = 2.11 eV/A
SMILES = [H]/N=C\C(=N\[H])N(C)O

Formula: C3H7N3O
Source: the Open Molecules 2025 dataset
Level of theory: ωB97M-V/def2-TZVPD

Cartesian coordinates (Å):
C (1.377, 0.942, -0.712)
N (0.664, -0.097, -1.205)
C (0.219, -0.574, 0.008)
N (0.389, -1.880, 0.352)
C (-1.109, -0.039, 0.552)
O (-1.629, -0.587, 1.509)
N (-1.639, 1.019, -0.108)
H (2.293, 0.756, -0.142)
H (0.802, 0.600, 0.650)
H (1.413, 1.887, -1.272)
H (-0.150, -2.226, 1.135)
H (1.241, -2.349, 0.097)
H (-1.310, 1.234, -1.036)
H (-2.561, 1.315, 0.173)

Properties
HOMO (alpha / beta) = -0.3216 / -0.3216 hartree
DFT total energy = -357.91492 Ha
Largest force on an atom = 0.40 eV/A

Formula: C3H7N3O
Source: the Open Molecules 2025 dataset
Level of theory: ωB97M-V/def2-TZVPD

Cartesian coordinates (Å):
H (2.720, -1.650, -0.443)
N (1.989, -0.940, -0.244)
N (0.871, -1.464, -0.229)
C (-0.421, -0.605, 0.076)
C (-1.190, -1.112, 1.027)
C (-0.361, 0.661, -0.697)
N (0.709, 1.518, -0.388)
O (-1.769, 1.216, -0.301)
H (-0.929, -2.051, 1.491)
H (-2.065, -0.588, 1.370)
H (-0.450, 0.483, -1.771)
H (1.520, 1.337, -0.969)
H (1.013, 1.453, 0.581)
H (-1.638, 1.744, 0.498)

Properties
HOMO = -0.3147 hartree
DFT total energy = -357.90854 Ha
Largest force on an atom = 4.40 eV/A
SMILES = [H]/N=N/C(=C)[C@H](N)O